## a
{
  "formula": "CH3BrO3S",
  "method": "ωB97M-V with the def2-TZVPD basis set",
  "orbital_gap_ev": 11.04,
  "e_lumo_ev": -0.1,
  "elements": ["C", "O", "O", "O", "S", "Br", "H", "H", "H"],
  "positions_angstrom": [[0.709, -0.979, 0.431], [-0.553, 1.690, 0.803], [0.452, 1.134, -1.395], [-0.584, -0.622, -0.081], [-0.513, 0.901, -0.402], [-2.514, 1.176, -1.206], [0.741, -2.146, 0.531], [0.849, -0.792, 1.542], [1.413, -0.362, -0.223]]
}

## b
{
  "formula": "CH3BrO3S",
  "method": "ωB97M-V with the def2-TZVPD basis set",
  "orbital_gap_ev": 9.87,
  "e_lumo_ev": -0.1,
  "elements": ["C", "O", "O", "O", "S", "Br", "H", "H", "H"],
  "positions_angstrom": [[0.842, -0.371, 0.142], [-2.361, 1.725, 0.486], [1.606, -0.090, -1.017], [-0.150, 0.588, 0.474], [-1.596, 0.801, -0.272], [-2.548, -1.241, -0.177], [2.422, 0.338, -0.714], [0.353, -1.346, 0.011], [1.431, -0.404, 1.068]]
}

What is the stability order? It is b, a, from most stable to least stable.

## a
{
  "formula": "C24H68N4O12",
  "method": "ωB97M-V with the def2-TZVPD basis set",
  "orbital_gap_ev": 9.12,
  "smiles": "COC[C@H](C)N.COC[C@H](C)N.COC[C@H](C)N.COC[C@H](C)N.OCCO.OCCO.OCCO.OCCO",
  "e_lumo_ev": 0.3,
  "elements": ["C", "O", "C", "C", "C", "N", "H", "H", "H", "H", "H", "H", "H", "H", "H", "H", "H", "C", "O", "C", "C", "C", "N", "H", "H", "H", "H", "H", "H", "H", "H", "H", "H", "H", "C", "O", "C", "C", "C", "N", "H", "H", "H", "H", "H", "H", "H", "H", "H", "H", "H", "C", "O", "C", "C", "C", "N", "H", "H", "H", "H", "H", "H", "H", "H", "H", "H", "H", "O", "C", "C", "O", "H", "H", "H", "H", "H", "H", "O", "C", "C", "O", "H", "H", "H", "H", "H", "H", "O", "C", "C", "O", "H", "H", "H", "H", "H", "H", "O", "C", "C", "O", "H", "H", "H", "H", "H", "H"],
  "positions_angstrom": [[-5.901, -2.130, -3.032], [-4.488, -1.965, -3.114], [-3.602, -2.743, -2.271], [-2.147, -2.329, -2.485], [-1.107, -3.092, -1.630], [-2.084, -0.891, -2.165], [-6.053, -3.159, -2.707], [-6.491, -1.829, -3.899], [-6.270, -1.609, -2.149], [-3.830, -2.735, -1.206], [-3.752, -3.808, -2.447], [-1.911, -2.444, -3.543], [-1.087, -2.892, -0.559], [-0.143, -2.789, -2.038], [-1.114, -4.175, -1.747], [-2.791, -0.427, -2.717], [-2.393, -0.793, -1.208], [-3.446, -0.166, 1.063], [-2.111, -0.551, 0.781], [-1.084, 0.389, 1.207], [0.280, -0.444, 1.150], [1.533, 0.313, 1.647], [0.509, -0.667, -0.292], [-4.165, -0.876, 0.654], [-3.680, 0.723, 0.477], [-3.673, 0.028, 2.111], [-1.098, 1.321, 0.642], [-1.312, 0.679, 2.232], [0.143, -1.396, 1.663], [2.386, -0.345, 1.482], [1.425, 0.662, 2.673], [1.792, 1.100, 0.938], [0.607, 0.195, -0.810], [-0.333, -1.051, -0.698], [9.669, -2.829, 1.184], [8.347, -2.301, 0.792], [7.278, -2.878, 1.516], [5.933, -2.440, 1.000], [5.757, -0.878, 0.999], [4.915, -2.921, 1.877], [10.414, -2.166, 0.745], [9.734, -3.819, 0.731], [9.935, -2.911, 2.238], [7.348, -3.965, 1.548], [7.389, -2.528, 2.543], [5.878, -2.803, -0.026], [6.518, -0.383, 0.396], [5.834, -0.485, 2.013], [4.788, -0.677, 0.542], [4.013, -2.724, 1.468], [4.982, -2.499, 2.793], [-5.025, 3.514, 0.305], [-4.171, 3.451, -0.850], [-4.781, 3.705, -2.103], [-3.738, 3.599, -3.198], [-4.247, 4.255, -4.464], [-3.273, 2.243, -3.498], [-5.491, 4.494, 0.406], [-4.422, 3.508, 1.213], [-5.768, 2.721, 0.384], [-5.666, 3.111, -2.328], [-5.065, 4.757, -2.129], [-2.830, 4.079, -2.833], [-5.251, 3.905, -4.707], [-3.546, 3.991, -5.256], [-4.217, 5.344, -4.443], [-2.991, 1.714, -2.685], [-2.468, 2.212, -4.107], [2.063, 4.019, 0.831], [2.930, 3.727, 1.913], [2.358, 3.947, 3.310], [1.082, 3.261, 3.361], [2.537, 3.898, 0.005], [3.283, 2.704, 1.782], [3.820, 4.343, 1.784], [2.178, 4.978, 3.614], [3.102, 3.485, 3.960], [0.573, 3.372, 2.555], [-0.676, 1.977, 4.840], [-1.837, 2.686, 5.236], [-3.042, 2.378, 4.313], [-4.110, 3.212, 4.514], [-0.046, 2.553, 4.401], [-2.043, 2.112, 6.140], [-1.688, 3.735, 5.494], [-3.278, 1.336, 4.530], [-2.777, 2.383, 3.255], [-3.952, 4.071, 4.117], [-0.816, -1.347, -5.565], [0.310, -0.537, -5.321], [0.618, -0.202, -3.843], [-0.235, 0.797, -3.359], [-1.602, -0.817, -5.715], [1.278, -0.919, -5.646], [-0.003, 0.398, -5.787], [1.605, 0.248, -3.739], [0.662, -1.027, -3.132], [-0.930, 0.296, -2.927], [2.300, -2.898, 0.581], [1.518, -3.726, 1.456], [2.030, -5.168, 1.717], [3.237, -5.307, 2.445], [1.847, -2.095, 0.314], [1.331, -3.136, 2.354], [0.526, -3.890, 1.037], [2.153, -5.725, 0.788], [1.347, -5.775, 2.311], [3.954, -4.845, 2.004]]
}

## b
{
  "formula": "C24H68N4O12",
  "method": "ωB97M-V with the def2-TZVPD basis set",
  "orbital_gap_ev": 9.12,
  "smiles": "COC[C@H](C)N.COC[C@H](C)N.COC[C@H](C)N.COC[C@H](C)N.OCCO.OCCO.OCCO.OCCO",
  "e_lumo_ev": 0.4,
  "elements": ["C", "O", "C", "C", "C", "N", "H", "H", "H", "H", "H", "H", "H", "H", "H", "H", "H", "C", "O", "C", "C", "C", "N", "H", "H", "H", "H", "H", "H", "H", "H", "H", "H", "H", "C", "O", "C", "C", "C", "N", "H", "H", "H", "H", "H", "H", "H", "H", "H", "H", "H", "C", "O", "C", "C", "C", "N", "H", "H", "H", "H", "H", "H", "H", "H", "H", "H", "H", "O", "C", "C", "O", "H", "H", "H", "H", "H", "H", "O", "C", "C", "O", "H", "H", "H", "H", "H", "H", "O", "C", "C", "O", "H", "H", "H", "H", "H", "H", "O", "C", "C", "O", "H", "H", "H", "H", "H", "H"],
  "positions_angstrom": [[0.065, 0.038, 20.633], [-0.027, -1.272, 21.060], [-0.294, -2.162, 20.016], [0.190, -3.578, 20.262], [-0.555, -4.215, 21.493], [1.633, -3.634, 20.490], [1.041, 0.228, 20.195], [-0.052, 0.620, 21.537], [-0.702, 0.321, 19.906], [-1.398, -2.341, 19.698], [0.158, -1.689, 19.101], [-0.050, -4.131, 19.332], [-0.285, -3.632, 22.331], [-0.291, -5.273, 21.629], [-1.646, -4.079, 21.402], [1.875, -3.110, 21.355], [2.259, -3.280, 19.791], [-3.436, -3.989, 24.140], [-4.121, -3.966, 22.861], [-4.140, -2.570, 22.396], [-5.204, -2.389, 21.345], [-4.911, -3.240, 20.126], [-5.203, -0.999, 20.820], [-3.525, -3.045, 24.630], [-2.363, -4.125, 23.905], [-3.813, -4.682, 24.816], [-4.378, -1.906, 23.253], [-3.167, -2.207, 22.048], [-6.255, -2.586, 21.812], [-3.888, -3.029, 19.823], [-5.567, -3.020, 19.275], [-4.973, -4.266, 20.332], [-4.431, -0.951, 20.155], [-4.952, -0.306, 21.504], [3.093, -4.658, 27.517], [2.482, -4.216, 26.262], [2.516, -5.302, 25.374], [2.126, -4.852, 23.996], [2.433, -5.982, 23.060], [2.909, -3.687, 23.598], [2.535, -5.544, 27.916], [3.061, -3.854, 28.290], [4.171, -4.924, 27.427], [3.532, -5.756, 25.397], [1.761, -6.021, 25.648], [1.006, -4.743, 24.012], [1.770, -6.863, 23.249], [3.416, -6.388, 23.068], [2.118, -5.742, 22.014], [3.679, -4.003, 23.080], [3.252, -3.118, 24.347], [-2.331, 0.113, 23.542], [-3.640, 0.566, 23.024], [-4.120, 1.760, 23.500], [-5.713, 1.697, 23.562], [-6.335, 2.811, 24.399], [-6.227, 0.424, 24.050], [-2.215, 0.505, 24.517], [-1.443, 0.407, 22.963], [-2.411, -0.929, 23.707], [-3.675, 1.977, 24.473], [-3.857, 2.562, 22.799], [-6.078, 1.773, 22.512], [-5.881, 3.759, 24.256], [-6.208, 2.451, 25.386], [-7.337, 2.948, 24.046], [-6.214, -0.209, 23.303], [-5.820, -0.081, 24.823], [-4.254, -3.333, 16.530], [-4.656, -2.106, 15.890], [-4.422, -1.031, 17.029], [-3.291, -1.306, 17.812], [-4.762, -4.106, 16.015], [-3.971, -1.973, 15.049], [-5.721, -2.112, 15.624], [-5.339, -0.995, 17.659], [-4.411, -0.089, 16.467], [-3.432, -2.212, 18.107], [-10.989, -0.337, 20.579], [-10.605, -0.003, 21.950], [-9.129, 0.406, 21.989], [-8.347, -0.694, 21.490], [-10.322, -0.883, 20.182], [-11.164, 0.888, 22.192], [-10.840, -0.791, 22.672], [-8.700, 0.809, 22.894], [-9.161, 1.275, 21.292], [-7.647, -0.386, 20.931], [-9.438, -2.625, 23.666], [-8.805, -3.443, 24.622], [-7.619, -2.720, 25.228], [-6.599, -2.715, 24.256], [-8.731, -2.368, 23.072], [-9.552, -3.629, 25.392], [-8.407, -4.316, 24.161], [-7.258, -3.269, 26.169], [-7.895, -1.690, 25.404], [-6.095, -3.574, 24.181], [-5.716, -8.548, 22.560], [-7.002, -7.955, 22.462], [-7.543, -7.618, 23.796], [-6.595, -6.625, 24.357], [-5.183, -7.939, 23.023], [-6.899, -6.993, 21.946], [-7.721, -8.627, 21.964], [-7.420, -8.490, 24.458], [-8.527, -7.092, 23.818], [-6.615, -6.633, 25.353]]
}

What is the stability order? It is a, b, from most stable to least stable.

## a
{
  "formula": "C3H6N3O2",
  "method": "ωB97M-V with the def2-TZVPD basis set",
  "charge": 1,
  "orbital_gap_ev": [8.00, 8.00],
  "e_lumo_ev": [-4.1, -4.1],
  "elements": ["C", "C", "C", "N", "N", "N", "O", "O", "H", "H", "H", "H", "H", "H"],
  "positions_angstrom": [[-1.959, 0.137, 0.429], [-0.318, 1.351, -0.328], [0.165, -0.880, 0.152], [0.569, 0.440, -0.091], [-1.162, -1.030, 0.320], [1.064, -1.875, 0.276], [0.018, 2.625, -0.266], [1.939, 0.542, -0.199], [-2.888, 0.430, -0.240], [-1.707, -1.903, 0.200], [2.004, -1.588, 0.459], [1.002, -2.810, 0.498], [-0.693, 3.088, -0.660], [1.964, 1.474, -0.552]]
}

## b
{
  "formula": "C3H6N3O2",
  "method": "ωB97M-V with the def2-TZVPD basis set",
  "charge": 1,
  "orbital_gap_ev": [7.79, 7.78],
  "smiles": "O=[N+]([O-])C1=C[NH2+]CN1",
  "e_lumo_ev": [-5.8, -5.8],
  "elements": ["O", "N", "O", "C", "C", "N", "C", "N", "H", "H", "H", "H", "H", "H"],
  "positions_angstrom": [[-0.410, 2.974, -0.717], [-0.527, 2.257, 0.204], [-0.793, 2.587, 1.355], [-0.351, 0.889, -0.018], [0.286, 0.057, -1.249], [0.348, -1.364, -0.781], [0.329, -1.245, 0.682], [-0.476, -0.050, 0.925], [0.095, 0.300, -2.342], [-0.482, -1.828, -1.298], [1.349, -1.793, -1.048], [1.431, -0.974, 0.964], [-0.016, -1.965, 1.483], [-0.783, 0.155, 1.840]]
}

What is the stability order? It is a, b, from most stable to least stable.

## a
{
  "formula": "CH2O2S",
  "method": "ωB97M-V with the def2-TZVPD basis set",
  "orbital_gap_ev": [7.76, 7.54],
  "e_lumo_ev": [-1.7, -2.0],
  "elements": ["C", "O", "O", "S", "H", "H"],
  "positions_angstrom": [[0.299, -0.013, 0.119], [-2.527, -1.066, 0.127], [1.545, 0.038, -0.165], [-0.912, 1.086, -0.200], [-0.167, -1.014, 0.451], [1.763, 0.970, -0.332]]
}

## b
{
  "formula": "CH2O2S",
  "method": "ωB97M-V with the def2-TZVPD basis set",
  "orbital_gap_ev": 10.15,
  "smiles": "C=S(=O)=O",
  "e_lumo_ev": 0.1,
  "elements": ["C", "S", "O", "O", "H", "H"],
  "positions_angstrom": [[-0.634, 0.223, 0.720], [0.466, -0.159, -0.485], [1.392, -1.229, -0.323], [0.583, 0.630, -1.654], [-0.998, 1.194, 0.487], [-0.809, -0.660, 1.255]]
}

What is the stability order? It is b, a, from most stable to least stable.